[1]
This record from the OMol25 dataset describes a structure of composition C7H12F3GaN2O2P. The level of theory is ωB97M-V with the def2-TZVPD basis set.

Each line ends with the Mulliken charge.
Cartesian coordinates (Å):
N (-1.0978, -1.2571, 1.6866)  -0.737
P (-0.5848, -1.8167, 0.0884)  0.015
O (0.1856, -0.4071, -0.4671)  -0.437
Ga (-2.5940, -1.7506, -1.2243)  0.281
C (-4.3012, -1.5960, -0.0715)  -0.589
O (-5.0744, -0.3286, -0.0925)  -0.394
C (-4.5497, 0.7493, 0.4318)  0.807
F (-3.7425, 0.5202, 1.4940)  -0.277
F (-3.8126, 1.4841, -0.4321)  -0.259
F (-5.5342, 1.5665, 0.8669)  -0.292
H (-2.1055, -1.1530, 1.7293)  0.285
H (-0.7040, -0.3477, 1.9026)  0.288
H (-0.4330, 0.3349, -0.4855)  0.267
H (-2.6956, -3.1613, -1.9861)  -0.342
H (-2.4629, -0.5395, -2.2575)  -0.260
H (-4.1768, -1.8640, 0.9829)  0.343
H (-5.0270, -2.2980, -0.4806)  0.283
N (5.0829, 0.2695, 1.0612)  -0.561
C (3.8648, -0.0234, 0.6055)  -0.246
C (3.2510, 0.6461, -0.4460)  -0.172
C (3.9448, 1.6787, -1.0544)  -0.398
C (5.2133, 1.9982, -0.5921)  -0.270
C (5.7338, 1.2652, 0.4628)  -0.246
H (3.3454, -0.8347, 1.1032)  0.424
H (2.2570, 0.3531, -0.7596)  0.431
H (3.5026, 2.2265, -1.8774)  0.377
H (5.7908, 2.7980, -1.0373)  0.345
H (6.7238, 1.4872, 0.8490)  0.333

Atomic forces in eV per Å
-0.37 -0.18 -0.13
0.34 0.14 0.15
-0.02 0.18 0.14
-0.10 -0.15 -0.12
0.10 -0.03 -0.03
-0.19 -0.11 0.09
0.09 0.06 -0.03
0.00 -0.02 0.10
0.05 0.01 -0.03
-0.04 0.04 -0.04
0.06 0.15 0.00
0.18 -0.13 0.06
-0.07 -0.07 -0.26
-0.07 -0.01 0.04
0.02 0.08 0.09
-0.01 0.02 -0.04
0.01 0.04 0.00
0.00 -0.01 0.01
0.02 0.01 0.01
0.01 0.01 -0.04
0.00 -0.01 0.00
-0.01 0.00 0.00
-0.01 0.00 0.00
-0.01 0.00 -0.01
0.00 -0.02 0.04
0.00 0.00 0.00
0.00 0.00 0.00
0.00 0.01 0.00

Summary:
net charge	-1



[2]
This record from the OMol25 dataset describes the ion C3H6N with charge +1. The level of theory is ωB97M-V with the def2-TZVPD basis set.

Each line ends with the Mulliken charge.
Cartesian coordinates (Å):
C (-0.9765, 0.2548, 0.7610)  0.133
C (-1.2639, -0.2467, -0.5956)  -0.363
C (1.5015, 0.0348, 0.0287)  -0.666
N (0.0430, -0.1193, 0.1151)  0.046
H (-1.5422, 0.6551, 1.5520)  0.370
H (-1.5463, -1.3008, -0.7989)  0.268
H (-1.6571, 0.5216, -1.4200)  0.249
H (1.5994, 1.0629, 0.1738)  0.368
H (1.9119, -0.5457, -0.8722)  0.290
H (1.9302, -0.3166, 1.0562)  0.306

Atomic forces in eV per Å
0.12 -1.74 -2.37
-1.15 0.37 -2.14
0.43 -2.79 1.64
-0.83 1.08 0.65
0.32 0.63 1.46
0.03 0.86 0.42
1.46 -1.57 1.83
0.89 1.88 -0.99
-0.57 1.38 1.49
-0.70 -0.10 -1.99

Summary:
energy above the lowest of the compared OMol25 structures with the same formula, charge and spin	52.8	kcal per mole
net charge	+1
structure (SMILES)	C[N+]1=CC1



F_max? In order: 0.43, 3.26 eV/Å.
E_tot? In order: -84347.53339, -4687.82623 eV.
LUMO? In order: 2.92, -5.40 eV.